Record 1
This record from the Open Molecules 2025 dataset describes a molecular structure, C43H77KNO19PbS7. The level of theory is ωB97M-V with the def2-TZVPD basis set.

Output
- gap between HOMO and LUMO (eV) = 6.514
- M (g mol⁻¹) = 1382.84
- lowest unoccupied orbital energy (eV) = -3.34
- total charge = +1

Structure (XYZ):
```
149
Properties=species:S:1:pos:R:3:forces:R:3:mulliken_charge:R:1
K 1.044 0.384 3.177 -0.03 0.14 0.45 1.06
Pb -0.882 0.401 -5.544 -1.26 -1.01 2.96 1.48
C -1.342 1.471 -0.897 1.96 -0.54 2.36 -0.54
C -0.609 0.949 0.240 -1.41 0.68 -1.22 0.28
C -0.124 -0.538 0.089 0.31 -1.47 0.00 -0.41
O 0.309 -1.093 1.122 -0.01 0.50 -0.36 -0.58
C -0.207 -1.251 -1.195 -0.31 2.85 3.61 -0.36
C -0.874 -0.586 -2.208 1.18 -1.25 0.56 -0.23
C -1.456 0.780 -2.056 -2.50 3.67 -2.09 0.63
O -2.121 1.480 -2.993 2.30 -3.32 -0.23 -0.99
O -0.907 -1.215 -3.270 -0.78 0.26 -4.33 -0.06
O -0.460 1.634 1.264 0.55 -1.14 -0.17 -0.20
H -1.579 2.523 -0.834 -0.41 -0.02 -0.16 0.49
H 0.158 -2.267 -1.214 -0.10 0.03 -0.34 0.57
C 1.640 6.502 1.513 0.42 -0.43 1.36 -0.66
C 0.981 5.976 0.260 0.63 -1.42 -1.40 -0.59
C 0.943 4.425 0.262 -0.38 -0.14 2.82 0.26
S 2.428 3.903 1.203 -0.68 2.23 0.56 0.97
O 3.463 3.625 0.253 0.73 -0.93 -0.38 -0.69
O 2.066 2.981 2.259 0.23 -0.21 -0.32 -0.46
C 2.833 5.578 1.897 -0.05 0.31 -1.14 -0.87
H 0.953 6.529 2.359 -0.37 -0.40 -0.02 0.22
H 1.926 7.553 1.463 0.35 -0.11 -0.47 0.45
H 1.619 6.053 -0.621 -0.01 1.40 -0.13 0.43
H -0.008 6.406 0.102 0.16 -0.06 -0.21 0.24
H 0.848 3.841 -0.653 0.10 0.44 -0.08 0.27
H 0.214 4.101 1.004 -0.57 -0.31 -0.35 -0.34
H 3.702 5.848 1.296 -0.01 -0.03 -0.19 0.35
H 3.198 5.626 2.924 -0.63 -0.47 0.11 0.47
C -2.670 3.564 6.147 -0.86 -0.33 -0.01 -0.81
C -2.415 3.063 4.722 1.11 0.42 -0.65 0.48
C -0.945 3.430 4.441 0.77 0.68 1.54 -0.52
S -0.029 3.007 5.984 -0.58 1.18 0.24 1.04
O 0.949 4.041 6.315 -0.86 -1.02 -0.41 -0.69
O 0.361 1.618 5.931 0.37 -0.08 -0.20 -0.58
C -1.539 3.113 7.037 0.59 -1.03 0.42 -0.83
H -3.571 3.066 6.508 -0.18 0.24 0.05 0.40
H -2.887 4.632 6.126 0.36 0.07 0.21 0.35
H -2.977 3.681 4.023 -0.44 -0.54 -0.03 -0.11
H -2.612 1.996 4.612 -0.03 0.07 -0.13 -0.15
H -0.895 4.517 4.508 0.01 0.26 -0.18 0.38
H -0.309 3.166 3.597 -0.56 -0.62 -0.19 0.13
H -1.412 3.523 8.039 0.32 0.98 -0.48 0.48
H -1.720 2.078 7.329 0.07 -0.35 -0.51 0.36
C 4.528 0.629 -3.313 -0.73 -0.24 1.79 0.02
C 4.124 1.286 -1.898 0.22 -0.66 -0.37 0.02
C 2.613 1.301 -1.780 -1.04 0.44 -0.68 2.48
S 2.061 1.877 -3.417 1.79 0.97 -0.25 0.65
O 2.059 3.355 -3.403 -0.42 -2.49 -0.28 -0.68
O 0.903 1.116 -3.932 0.20 0.39 -0.12 -0.40
C 3.616 1.250 -4.371 -0.29 0.77 0.78 -0.89
H 4.385 -0.447 -3.211 -0.50 -0.12 -0.10 -0.40
H 5.597 0.674 -3.521 -0.11 0.70 -0.09 0.58
H 4.591 2.260 -1.753 -0.28 0.04 -0.10 0.47
H 4.338 0.678 -1.019 0.96 -0.14 -0.32 -0.33
H 2.169 1.956 -1.031 0.43 0.51 -0.25 -1.37
H 2.166 0.345 -1.507 0.15 -0.45 -0.70 -1.03
H 4.096 2.142 -4.774 -0.30 0.15 0.00 0.42
H 3.324 0.608 -5.202 -0.16 0.05 0.28 0.39
C 2.495 -2.761 -4.027 0.39 2.22 -2.41 0.74
C 1.975 -4.157 -4.098 1.04 -0.61 1.55 -0.88
C 0.770 -4.183 -4.956 -2.31 0.34 -0.01 0.01
S 0.904 -2.972 -6.319 3.63 -2.44 -0.53 0.85
O -0.159 -2.010 -6.225 -1.34 1.40 0.05 -0.48
O 1.172 -3.609 -7.622 -0.56 1.25 2.28 -0.71
C 2.441 -2.265 -5.534 0.29 -0.07 0.36 -0.54
H 3.532 -2.651 -3.712 0.03 -0.43 0.06 0.41
H 1.944 -2.049 -3.412 -0.53 -0.36 0.15 -0.60
H 1.701 -4.331 -3.057 -0.25 -0.86 -0.05 0.20
H 2.767 -4.859 -4.362 -0.10 -0.01 -0.20 0.30
H 0.002 -3.741 -4.322 -0.30 0.42 -0.13 -0.26
H 0.305 -5.128 -5.239 0.65 -0.10 -0.47 0.61
H 2.534 -1.187 -5.665 -0.51 -0.04 -0.03 -0.13
H 3.315 -2.685 -6.033 -0.28 -0.28 -0.37 0.54
C -4.153 -2.757 -2.453 1.88 -0.27 0.94 0.50
C -3.640 -4.037 -3.188 -0.34 1.79 -1.26 -0.77
C -3.145 -3.551 -4.607 -1.42 0.13 -0.68 0.15
S -4.140 -1.978 -5.012 -0.42 -0.97 1.67 0.85
O -5.142 -2.302 -6.024 1.34 0.71 0.63 -0.68
O -3.269 -0.792 -5.107 -0.07 -0.49 -0.81 -0.46
C -5.004 -1.915 -3.331 -0.64 -0.35 -2.36 -1.03
H -3.246 -2.197 -2.224 0.12 0.29 0.13 -0.65
H -4.559 -2.999 -1.470 -0.45 -0.04 -0.20 0.50
H -4.520 -4.649 -3.382 0.32 -0.48 0.18 0.36
H -2.842 -4.550 -2.650 -0.30 0.00 0.06 0.39
H -3.547 -4.231 -5.358 -0.07 0.01 -0.07 0.62
H -2.104 -3.427 -4.905 0.04 0.41 0.86 -0.69
H -5.938 -2.391 -3.629 -0.15 -0.27 0.26 0.43
H -5.280 -0.884 -3.107 0.70 -0.01 0.30 0.47
C -4.245 5.540 -0.874 -0.35 -1.25 0.16 -0.90
C -3.074 5.609 0.118 0.12 0.74 -0.47 -0.32
C -3.362 4.664 1.288 0.55 0.13 -0.05 0.14
S -4.818 3.710 0.864 -1.17 0.40 1.17 0.87
O -6.035 4.367 1.339 1.17 -0.64 -0.29 -0.70
O -4.555 2.328 1.210 -0.30 0.19 -0.09 -0.41
C -4.636 4.009 -0.844 0.65 0.94 -0.67 -0.28
H -3.991 5.908 -1.868 0.03 -0.21 0.06 0.44
H -5.079 6.125 -0.487 -0.07 -0.01 -0.10 0.38
H -2.882 6.653 0.366 -0.26 -0.01 0.54 0.45
H -2.133 5.312 -0.346 -0.11 -0.34 -0.29 -0.18
H -3.466 5.156 2.256 -0.15 -0.16 -0.07 0.62
H -2.573 3.912 1.294 0.01 -0.06 0.51 -0.47
H -5.482 3.653 -1.432 0.01 0.21 0.16 0.48
H -3.739 3.426 -1.056 -0.02 -0.18 -0.56 -0.10
C -4.882 -0.635 3.570 1.32 0.94 0.37 -0.47
C -4.449 -1.210 2.205 -0.31 -0.27 -0.34 -0.90
C -2.894 -1.129 2.078 -1.12 -0.07 1.35 0.29
S -2.327 -1.553 3.738 0.98 -1.01 0.14 0.96
O -1.362 -0.531 4.162 -0.40 -0.74 -0.20 -0.47
O -1.951 -2.983 3.792 -0.66 2.24 0.09 -0.72
C -3.888 -1.241 4.624 -0.57 -0.68 -0.37 -0.95
H -5.929 -0.713 3.863 0.06 -0.79 -0.23 0.51
H -4.778 0.449 3.515 0.46 0.19 0.14 0.04
H -4.863 -0.696 1.337 -0.19 0.37 0.27 0.40
H -4.904 -2.200 2.167 0.71 -0.47 -0.23 0.42
H -2.607 -0.079 2.020 0.01 0.03 -0.44 -0.50
H -2.384 -1.760 1.350 -0.21 0.05 0.09 0.42
H -3.720 -0.737 5.576 0.23 0.61 -0.44 0.46
H -4.192 -2.233 4.961 -0.23 -0.21 -0.39 0.46
C 1.451 -4.856 1.339 1.06 1.10 0.18 -0.99
C 2.840 -4.586 2.082 -0.49 -0.84 0.75 1.35
C 3.866 -5.593 1.556 1.06 1.13 -2.64 -1.16
C 4.447 -5.130 0.148 -0.20 0.32 -0.10 -0.59
C 4.984 -3.714 0.212 1.23 0.08 1.39 -1.47
C 4.053 -2.638 0.803 1.00 0.17 -0.03 2.25
N 3.360 -3.212 1.973 1.79 -0.09 -0.77 0.09
O 2.570 -2.246 2.563 -0.59 0.23 0.73 -0.21
C 4.892 -1.355 1.197 -0.22 -0.58 1.21 -2.12
C 3.148 -2.064 -0.251 -1.15 -0.74 -1.13 -0.85
C 2.746 -4.871 3.608 -0.67 -0.02 0.19 -1.83
H 0.659 -4.241 1.767 -0.13 -0.24 0.23 0.16
H 1.163 -5.905 1.257 0.09 0.02 0.51 0.42
H 1.553 -4.505 0.312 0.12 0.01 -0.19 0.05
H 4.730 -5.647 2.218 -0.04 0.03 0.13 0.34
H 3.497 -6.604 1.380 -0.44 0.14 0.53 0.50
H 3.816 -5.111 -0.741 -1.02 -0.68 0.34 0.09
H 5.263 -5.786 -0.155 0.11 -0.11 0.20 0.51
H 5.485 -3.356 -0.687 -0.53 -0.02 -0.50 0.45
H 5.851 -3.826 0.863 0.08 0.46 0.57 0.42
H 4.345 -0.801 1.960 -0.22 0.02 -0.07 0.30
H 5.845 -1.566 1.682 0.10 -0.31 -0.22 0.42
H 5.049 -0.652 0.379 0.11 -0.39 -0.14 0.34
H 2.561 -2.802 -0.798 -0.11 -0.48 0.09 -0.41
H 2.390 -1.404 0.170 0.37 0.44 -0.18 0.21
H 3.769 -1.622 -1.030 -0.13 0.49 0.09 0.06
H 2.667 -5.946 3.768 -0.68 -0.06 -0.04 0.44
H 1.940 -4.301 4.070 -0.43 -0.41 -0.15 0.31
H 3.579 -4.616 4.263 0.68 0.39 -0.83 0.40
H 1.858 -2.064 1.945 -0.79 0.02 -0.31 0.42
```
Positions in Å, forces in eV/Å.

---

Record 2
This record from the Open Molecules 2025 dataset describes 10 unconnected molecules or ions with the total composition C43H78ClFN9O14PS. The level of theory is ωB97M-V with the def2-TZVPD basis set.

Output
- SMILES = Cc1c(C[C@@H](C)Cl)c(S)c2c(c1P(O)O)C(=O)C(CC(=O)F)=CC2=O.CN(C)C=O.CN(C)C=O.CN(C)C=O.CN(C)C=O.CN(C)C=O.CN(C)C=O.CN(C)C=O.CN(C)C=O.CN(C)C=O
- energy relative to the best compared isomer or geometry (same formula, charge and spin) (eV) = 16.772
- gap between HOMO and LUMO (eV) = 6.259
- M (g mol⁻¹) = 1062.64
- lowest unoccupied orbital energy (eV) = -1.66

Structure (XYZ):
```
148
Properties=species:S:1:pos:R:3:forces:R:3:mulliken_charge:R:1
C -2.087 -1.074 0.167 0.73 -0.67 -0.44 -1.01
C -0.631 -0.947 0.964 2.12 0.76 1.10 0.03
C 0.174 0.503 0.752 1.58 -3.53 2.34 0.36
C -0.454 1.744 -0.144 0.29 -0.01 1.30 0.20
C 0.185 1.882 -1.648 -1.52 -0.11 -0.86 0.36
C -1.031 2.289 -2.721 -0.03 0.19 -0.45 -0.53
Cl 1.393 3.333 -1.742 -0.61 -1.43 0.23 -0.22
C 1.652 0.592 1.524 -1.09 -2.78 -0.36 -0.15
S 2.663 2.189 1.369 -0.63 -1.15 0.01 -0.22
C 2.289 -0.617 2.441 -2.48 -1.14 -0.69 0.12
C 1.446 -2.042 2.675 -0.77 3.18 -1.98 0.10
C -0.011 -2.179 1.910 3.35 2.57 0.54 0.03
P -1.056 -3.787 2.124 -2.68 -0.31 -1.27 0.29
O -0.323 -5.153 1.331 2.09 2.76 1.19 -0.48
O -1.403 -4.082 3.804 1.32 -1.55 -1.51 -0.49
C 2.113 -3.207 3.649 -0.81 -3.57 0.19 0.51
O 1.846 -4.514 3.585 1.49 7.96 0.26 -0.58
C 3.158 -2.627 4.819 2.54 3.70 0.07 0.46
C 3.395 -3.382 6.279 0.62 0.32 -1.46 -0.34
C 4.058 -4.857 6.002 -3.57 -5.04 3.13 0.59
O 3.459 -5.919 6.581 5.15 7.02 -4.51 -0.50
F 5.279 -4.956 5.147 -3.77 0.32 2.65 -0.27
C 3.966 -1.357 4.623 -3.45 -3.32 -1.29 -0.63
C 3.765 -0.554 3.195 4.06 2.24 -1.48 -0.03
O 4.847 0.077 2.708 -6.91 -3.58 2.88 -0.51
H -1.849 -1.107 -1.002 -0.43 0.32 2.55 0.15
H -2.782 -0.148 0.373 1.52 -1.94 -0.27 0.29
H -2.641 -2.100 0.392 1.32 2.36 -0.13 0.36
H -0.266 2.734 0.496 -0.24 -2.22 -1.62 -0.17
H -1.639 1.653 -0.221 2.78 -0.09 0.14 0.12
H 0.735 0.905 -2.017 -1.02 2.18 0.94 0.44
H -1.199 1.470 -3.540 0.61 1.30 1.67 -0.45
H -0.742 3.301 -3.281 -0.62 -2.36 1.32 0.30
H -2.054 2.498 -2.192 2.39 -0.67 -1.10 0.26
H 3.429 2.172 0.190 -1.11 -0.77 0.99 0.19
H 0.650 -4.931 1.139 -1.69 -0.80 0.61 0.34
H -1.721 -5.047 3.850 0.70 2.03 -0.15 0.34
H 2.391 -3.422 6.904 2.26 -0.49 -1.50 0.18
H 4.151 -2.748 6.946 -1.51 -1.31 -1.75 0.38
H 4.730 -0.938 5.407 -1.62 -0.99 -1.81 0.26
C -2.486 7.403 0.393 0.12 -0.10 0.11 -0.87
N -1.864 6.102 0.267 -0.36 -0.77 -1.40 0.22
C -1.024 5.620 1.344 0.16 -0.26 -0.05 -0.47
C -2.045 5.309 -0.846 0.36 0.24 0.86 -0.04
O -1.551 4.202 -1.019 -0.44 1.40 0.86 -0.48
H -1.704 8.160 0.507 -0.22 0.09 0.08 0.29
H -3.129 7.403 1.278 0.05 0.24 -0.07 0.29
H -3.089 7.639 -0.488 0.12 -0.15 0.08 0.28
H -0.019 5.433 0.955 -0.02 -0.11 0.13 0.27
H -1.436 4.680 1.723 0.15 -0.01 0.05 0.21
H -0.975 6.354 2.153 -0.15 -0.21 -0.41 0.08
H -2.700 5.771 -1.603 0.00 0.06 0.06 0.23
C 9.418 -2.620 2.135 -0.20 0.21 0.01 -0.89
N 8.642 -1.459 1.753 0.52 0.38 -1.23 0.16
C 7.644 -0.952 2.672 -0.18 0.19 -0.33 -0.92
C 8.824 -0.822 0.544 -0.55 0.17 0.62 0.08
O 8.204 0.161 0.158 0.42 -0.80 0.52 -0.57
H 8.738 -3.458 2.309 0.20 -0.10 0.06 0.30
H 9.965 -2.392 3.055 0.06 -0.22 -0.03 0.32
H 10.131 -2.892 1.352 -0.14 0.10 0.08 0.30
H 6.665 -0.976 2.183 0.22 0.12 0.28 0.26
H 7.886 0.085 2.924 -0.24 -0.08 0.06 0.29
H 7.615 -1.556 3.583 0.09 0.02 -0.20 0.39
H 9.606 -1.289 -0.077 0.02 -0.10 0.09 0.27
C 1.385 8.118 6.131 -0.01 0.14 -0.13 -0.91
N 0.645 8.501 4.947 -1.03 -1.10 -0.47 0.12
C 0.905 9.794 4.348 -0.22 0.01 -0.27 -0.93
C -0.297 7.674 4.374 0.52 0.78 0.17 0.14
O -0.956 7.934 3.376 0.55 0.34 0.78 -0.70
H 1.186 8.846 6.923 0.14 -0.15 0.09 0.34
H 2.453 8.115 5.895 -0.02 -0.06 0.22 0.35
H 1.091 7.123 6.476 0.00 0.17 -0.13 0.29
H -0.023 10.374 4.339 0.19 0.08 -0.10 0.29
H 1.238 9.647 3.316 -0.03 0.21 0.09 0.29
H 1.672 10.333 4.910 -0.15 -0.20 -0.05 0.38
H -0.414 6.717 4.909 0.10 0.06 0.05 0.30
C -3.991 2.426 -7.395 -0.09 -0.32 0.17 -0.89
N -4.196 2.221 -5.976 0.85 0.85 0.98 0.25
C -5.194 1.264 -5.545 0.12 0.16 0.29 -0.99
C -3.473 2.908 -5.025 -0.67 -0.54 -0.07 0.12
O -3.594 2.784 -3.813 -0.45 -0.04 -1.03 -0.63
H -4.929 2.769 -7.842 0.15 -0.02 -0.21 0.31
H -3.693 1.477 -7.849 -0.09 0.40 -0.09 0.29
H -3.213 3.172 -7.577 -0.12 -0.18 0.08 0.30
H -5.939 1.778 -4.931 -0.02 -0.24 0.00 0.34
H -4.709 0.493 -4.938 -0.21 -0.03 0.03 0.23
H -5.683 0.801 -6.406 0.16 0.16 0.08 0.38
H -2.743 3.609 -5.461 -0.05 -0.06 -0.10 0.30
C -2.431 -2.003 -11.017 -0.26 0.01 -0.03 -0.82
N -3.139 -0.862 -10.476 0.87 1.50 0.22 0.20
C -4.506 -1.034 -10.031 0.05 0.36 0.01 -0.89
C -2.552 0.381 -10.371 -0.65 -0.71 0.03 0.06
O -3.091 1.386 -9.925 0.11 -0.72 -0.44 -0.58
H -2.973 -2.372 -11.893 0.49 0.06 0.42 0.32
H -2.387 -2.786 -10.255 0.15 -0.09 -0.06 0.30
H -1.414 -1.732 -11.312 -0.18 0.04 0.09 0.29
H -5.154 -0.360 -10.600 -0.11 -0.11 0.17 0.32
H -4.571 -0.772 -8.970 -0.21 -0.06 -0.07 0.18
H -4.833 -2.068 -10.175 0.17 0.18 -0.01 0.37
H -1.513 0.401 -10.738 -0.06 -0.13 -0.01 0.31
C 3.457 -5.859 10.996 -0.10 0.08 0.04 -0.93
N 2.680 -4.698 10.614 0.41 0.67 -1.55 0.14
C 1.682 -4.192 11.533 -0.16 0.27 -0.17 -0.91
C 2.862 -4.062 9.405 -0.19 -0.49 1.09 0.42
O 2.242 -3.079 9.020 0.05 -0.38 0.52 -0.63
H 2.776 -6.698 11.171 0.21 -0.06 0.03 0.34
H 4.003 -5.632 11.916 0.04 -0.20 -0.05 0.34
H 4.169 -6.132 10.213 -0.17 0.10 0.07 0.30
H 0.703 -4.216 11.044 0.02 0.09 0.22 0.29
H 1.924 -3.155 11.786 -0.20 -0.11 0.13 0.26
H 1.653 -4.796 12.444 0.08 0.08 -0.23 0.38
H 3.644 -4.528 8.785 -0.06 -0.11 0.15 0.02
C -6.310 -5.485 -13.794 0.03 0.12 -0.13 -0.91
N -5.319 -4.466 -14.069 1.12 0.12 1.17 0.12
C -5.433 -3.691 -15.287 0.28 0.22 -0.01 -0.93
C -4.273 -4.211 -13.208 -0.58 0.02 -0.87 0.16
O -3.403 -3.367 -13.378 -0.88 -0.76 -0.67 -0.71
H -6.295 -6.221 -14.604 -0.16 -0.06 0.15 0.34
H -7.297 -5.015 -13.744 -0.03 -0.22 0.03 0.35
H -6.104 -5.990 -12.847 0.03 0.13 -0.15 0.29
H -4.526 -3.831 -15.884 -0.17 0.15 -0.06 0.29
H -5.523 -2.632 -15.028 0.01 -0.07 -0.22 0.29
H -6.306 -4.004 -15.865 0.16 -0.01 0.20 0.38
H -4.282 -4.856 -12.314 -0.10 -0.04 -0.05 0.30
C 2.418 1.457 10.883 -0.17 -0.20 -0.04 -0.91
N 1.377 0.516 11.241 -0.34 0.20 1.45 0.16
C 0.866 -0.381 10.226 -0.28 -0.24 0.19 -0.67
C 0.859 0.448 12.517 -0.09 -0.35 -0.76 0.10
O -0.018 -0.321 12.887 0.66 0.44 -0.50 -0.58
H 2.047 2.109 10.087 0.22 0.07 0.02 0.32
H 3.290 0.901 10.527 0.06 0.22 -0.03 0.31
H 2.708 2.069 11.742 -0.10 -0.14 -0.09 0.30
H -0.209 -0.212 10.111 0.09 -0.13 -0.11 0.30
H 1.028 -1.413 10.549 -0.11 0.14 -0.33 -0.03
H 1.369 -0.210 9.270 -0.03 -0.03 0.26 0.37
H 1.319 1.173 13.209 0.07 0.04 -0.09 0.29
C -2.883 -2.999 -4.099 0.08 0.18 -0.13 -0.97
N -1.892 -1.979 -4.373 0.93 0.06 1.02 0.25
C -2.005 -1.204 -5.592 0.30 0.22 0.05 -0.91
C -0.846 -1.725 -3.512 -0.20 0.28 -0.69 -0.19
O 0.025 -0.880 -3.682 -0.79 -0.61 -0.09 -0.61
H -2.867 -3.734 -4.908 -0.16 -0.08 0.14 0.36
H -3.869 -2.529 -4.048 -0.05 -0.22 0.04 0.32
H -2.677 -3.504 -3.151 0.03 0.13 -0.14 0.33
H -1.099 -1.345 -6.188 -0.15 0.15 -0.07 0.34
H -2.095 -0.145 -5.332 0.01 -0.02 -0.22 0.04
H -2.879 -1.518 -6.169 0.13 -0.02 0.18 0.46
H -0.855 -2.370 -2.619 -0.09 -0.08 -0.07 0.54
```
Positions in Å, forces in eV/Å.

---

> Which of these has the lowest gap between HOMO and LUMO?

C43H78ClFN9O14PS